[1]
Molecular formula: C4H11NO2
Method: DFT, ωB97M-V/def2-TZVPD

Each line ends with the natural charge from an NBO analysis.
Geometry (Å):
C 2.74485 -0.34535 0.26530  -0.729
C 1.69877 -0.93742 1.16723  0.791
O 1.44389 -2.11428 1.15168  -0.590
O 1.08888 -0.05190 1.96742  -0.687
H 3.12258 0.61382 0.63116  0.227
H 2.28347 -0.15659 -0.70197  0.248
H 3.58050 -1.02636 0.14435  0.243
H 0.44761 -0.51969 2.52659  0.497
C -2.15397 1.17908 -0.13213  -0.627
C -0.99919 0.52005 -0.89606  -0.217
N -1.28397 -0.80262 -1.39809  -0.830
H -2.23920 0.65065 0.82532  0.193
H -3.11220 1.11854 -0.61709  0.202
H -2.06335 2.23498 0.14971  0.213
H -0.72772 1.17245 -1.72442  0.183
H -0.14971 0.54301 -0.22818  0.176
H -1.97065 -1.28741 -0.81466  0.352
H -1.71058 -0.79098 -2.31617  0.356

Cartesian forces (eV/Å) of the 2 atoms listed first:
0.034 0.846 0.226
0.562 -0.907 -0.466

Results
- E: -364.24646 a.u.
- HOMO level: -9.28 eV
- LUMO energy: 0.8 eV
- ΔE to the lowest compared entry with this formula, charge and spin: 57.0 kJ/mol
- Structure (SMILES): CC(=O)O.CCN
- Total charge: 0



[2]
Molecular formula: C29H23Cl5N2O5SiTc
Method: DFT, ωB97M-V/def2-TZVPD

Each line ends with the natural charge from an NBO analysis.
Geometry (Å):
Tc -0.07268 -0.08018 -0.37867  0.992
C 2.46284 -2.32626 2.60925  -1.137
Si 2.63173 -1.45688 0.96160  1.825
C 2.12407 -2.70897 -0.33112  -1.131
C 4.35091 -0.81118 0.62455  -1.147
N 1.46029 -0.12202 0.89454  -0.901
C 1.43136 0.88331 1.85027  0.187
C 2.36723 1.06606 2.87256  -0.245
C 2.24406 2.11044 3.77462  -0.192
C 1.19207 3.00739 3.68162  -0.202
C 0.25953 2.87965 2.65762  -0.254
C 0.41398 1.84172 1.77500  0.250
O -0.43364 1.67966 0.64626  -0.499
C -1.64870 2.42425 0.61779  0.346
C -1.64169 3.63928 -0.02312  -0.246
C -2.82382 4.36481 -0.00935  -0.153
C -3.94893 3.85860 0.62403  -0.189
C -3.91439 2.61990 1.24920  -0.187
C -2.74123 1.88020 1.25601  -0.276
H 3.21827 -3.11246 2.68910  0.243
H 1.48189 -2.80529 2.66940  0.252
H 2.56703 -1.67364 3.47436  0.243
H 2.55358 -3.67497 -0.05263  0.253
H 2.45009 -2.46489 -1.34133  0.251
H 1.03811 -2.84530 -0.34225  0.206
H 4.91369 -1.54348 0.04099  0.249
H 4.91485 -0.60630 1.53547  0.243
H 4.30527 0.11092 0.04012  0.253
H 3.20656 0.39102 2.95576  0.220
H 2.98143 2.22490 4.55776  0.220
H 1.09818 3.81832 4.39014  0.223
H -0.55316 3.58496 2.55648  0.248
H -0.75277 3.98666 -0.53183  0.239
H -2.87086 5.31624 -0.52058  0.222
H -4.87069 4.42374 0.60730  0.221
H -4.80253 2.22298 1.72137  0.223
H -2.66665 0.90731 1.72732  0.244
Cl 2.09770 2.37752 -0.84384  0.020
C 2.31758 1.08380 -1.97694  0.034
C 1.36014 0.07211 -2.03712  -0.394
C 1.52449 -0.91582 -3.12129  0.453
Cl -1.04064 -1.78124 -2.07821  0.620
C 2.69501 -0.82112 -3.93366  -0.182
Cl 2.93931 -2.00309 -5.15161  0.053
C 3.62867 0.19226 -3.76842  -0.049
Cl 5.02096 0.25945 -4.77968  0.066
C 3.43747 1.16532 -2.79381  -0.139
Cl 4.58584 2.44487 -2.61193  0.055
O 0.72139 -1.85687 -3.42483  -0.759
C -1.84407 -0.19500 -1.51002  -0.047
C -1.50874 -3.44253 -1.44361  -0.205
C -2.79233 -3.52714 -1.13975  -0.167
C -3.87423 -2.66588 -1.52360  -0.260
C -3.99687 -1.34034 -1.84740  -0.124
C -3.15306 -0.18143 -1.74138  -0.244
C -3.89906 1.23228 -1.94122  0.787
O -5.11602 1.13748 -2.09531  -0.684
O -3.11880 2.18488 -1.96992  -0.713
H -1.32899 -2.02607 -3.38256  0.357
H -0.61183 -3.98748 -1.19934  0.265
H -3.08616 -4.45548 -0.65075  0.267
H -4.82952 -3.17981 -1.53408  0.235
H -5.01488 -1.03869 -2.08383  0.273
O -1.39992 -3.43292 1.97782  -0.593
C -1.26978 -2.37455 1.46628  0.789
N -1.14025 -1.30575 0.95202  -0.806

Cartesian forces (eV/Å) of the 2 atoms listed first:
0.705 0.173 -1.194
-0.006 -0.008 -0.023

Results
- E: -4275.47960 a.u.
- Expectation value of S²: 3.81
- HOMO level (spin up / spin down): -8.23 / -7.78 eV
- LUMO energy (spin up / spin down): -2.1 / -3.3 eV
- ΔE to the lowest compared entry with this formula, charge and spin: 1250.8 kJ/mol
- Total charge: 0
- Spin multiplicity: 4



[3]
Molecular formula: C5H8O
Method: DFT, ωB97M-V/def2-TZVPD

Each line ends with the natural charge from an NBO analysis.
Geometry (Å):
C 2.73265 -0.29087 0.05574  -0.685
C 1.32355 0.04720 0.07588  0.021
C 0.19437 0.45914 0.17587  -0.074
C -1.21338 0.58951 -0.20795  0.036
C -1.81576 -0.80504 -0.17515  -0.600
O -2.01685 1.43735 0.59010  -0.710
H 2.92920 -1.35514 -0.09449  0.236
H 3.11872 -0.01096 1.03593  0.243
H 3.24548 0.27733 -0.72453  0.235
H -1.18145 0.96151 -1.24208  0.179
H -1.82531 -1.15350 0.85990  0.216
H -2.83436 -0.78676 -0.56195  0.214
H -1.20148 -1.48362 -0.77165  0.214
H -1.45538 2.11386 0.98437  0.475

Cartesian forces (eV/Å) of the 2 atoms listed first:
0.199 0.061 0.152
-0.407 0.375 0.251

Results
- E: -270.48069 a.u.
- HOMO level: -9.52 eV
- LUMO energy: 0.8 eV
- ΔE to the lowest compared entry with this formula, charge and spin: 202.7 kJ/mol
- Structure (SMILES): CC#C[C@@H](C)O
- Total charge: 0



[4]
Molecular formula: C2H3F3O
Method: DFT, ωB97M-V/def2-TZVPD

Each line ends with the natural charge from an NBO analysis.
Geometry (Å):
C 1.05102 -1.03291 0.09389  0.539
C -0.55152 0.80245 -0.37896  0.339
O 0.94713 -0.85760 1.20065  -0.189
F 0.76740 0.73596 -0.57468  -0.309
F -1.04017 0.50307 -1.53591  -0.332
F -0.89186 -0.96208 1.61072  -0.716
H -0.98838 0.38748 0.54257  0.271
H 1.66648 -1.49002 -0.81282  0.295
H -0.96009 1.91364 -0.14546  0.103

Cartesian forces (eV/Å) of the 2 atoms listed first:
2.784 -2.023 -1.146
-4.115 5.894 2.727

Results
- E: -452.60859 a.u.
- HOMO level (spin up / spin down): -9.42 / -9.42 eV
- LUMO energy (spin up / spin down): -1.2 / -1.2 eV
- ΔE to the lowest compared entry with this formula, charge and spin: 643.7 kJ/mol
- Total charge: 0



[5]
Molecular formula: C35H27AsF6N3O4PSSe3Zr
Method: DFT, ωB97M-V/def2-TZVPD

Each line ends with the Mulliken charge.
Geometry (Å):
Zr 0.38954 1.40260 -1.59002  1.172
C -1.45320 1.38584 -4.73507  -1.144
O -1.04413 0.64752 -3.56881  0.264
C -1.85903 -0.40086 -3.22093  -0.089
C -3.09675 -0.65005 -3.79022  -0.634
C -3.83789 -1.73647 -3.34628  -0.842
C -3.35401 -2.56135 -2.34159  -0.928
C -2.11486 -2.30547 -1.78009  -0.172
C -1.36427 -1.22889 -2.22469  1.060
N -0.08786 -0.88102 -1.68491  0.874
N 0.48295 -1.86707 -1.13774  -0.727
C 1.72622 -1.80470 -0.60169  -0.070
C 2.58706 -0.72052 -0.81552  0.282
O 2.13450 0.39769 -1.28622  0.651
C 3.98668 -0.86584 -0.59113  -1.210
C 4.45677 -1.99260 -0.00888  -0.820
C 3.59513 -3.07482 0.35965  0.712
C 4.09919 -4.21562 1.01347  -0.964
C 3.27284 -5.26282 1.32718  -0.696
C 1.91385 -5.19982 0.98141  -0.636
C 1.39994 -4.09662 0.34707  -0.463
C 2.22816 -3.00545 0.03232  1.013
H -1.53728 0.69641 -5.57507  0.554
H -0.67854 2.11138 -4.93192  0.003
H -2.39771 1.89057 -4.55035  0.367
H -3.49623 -0.00501 -4.55715  0.416
H -4.80750 -1.92692 -3.78635  0.422
H -3.94400 -3.39609 -1.98917  0.405
H -1.71839 -2.92296 -0.98738  0.303
H 4.62728 -0.03596 -0.85640  0.545
H 5.51686 -2.09209 0.19481  0.403
H 5.15343 -4.25201 1.26092  0.427
H 3.66398 -6.13617 1.83182  0.416
H 1.26178 -6.02962 1.22331  0.427
H 0.35157 -4.05022 0.08750  0.342
Se 2.72153 0.39351 2.48381  0.025
P 0.48498 0.07291 2.74892  0.731
Se -0.89139 0.20302 1.10829  -0.118
C 0.50398 -1.56054 3.53089  0.437
C -0.31749 -2.58005 3.06774  -0.154
C -0.31249 -3.81215 3.70798  -0.602
C 0.51959 -4.02967 4.79422  -0.505
C 1.34511 -3.01187 5.25653  -0.762
C 1.33210 -1.77585 4.63452  -0.698
C -0.02934 1.20573 4.06530  0.685
C 0.65844 2.37231 4.37139  -0.248
C 0.15857 3.23267 5.33982  -0.799
C -1.01958 2.92569 6.00232  -0.436
C -1.70786 1.75843 5.69664  -0.709
C -1.21879 0.90104 4.72713  -0.518
H -0.95364 -2.40105 2.20991  0.254
H -0.95793 -4.60401 3.35058  0.447
H 0.52562 -4.99312 5.28738  0.405
H 1.99152 -3.17909 6.10781  0.435
H 1.95426 -0.97481 5.01804  0.428
H 1.58046 2.61783 3.86057  0.345
H 0.69285 4.14406 5.57237  0.416
H -1.40607 3.59774 6.75721  0.387
H -2.62941 1.51910 6.21039  0.404
H -1.76391 -0.00204 4.47826  0.370
S 3.99748 2.63338 0.69670  -0.149
C 2.69501 1.87846 1.22829  0.158
F 1.47315 1.37430 -3.71262  -0.473
As 1.99949 3.09976 -3.87094  2.195
F 1.05149 3.22990 -5.28047  -0.513
F 3.39494 2.67768 -4.72478  -0.459
F 2.24213 4.77290 -3.81027  -0.449
F 2.74654 2.87234 -2.34481  -0.385
F 0.43564 3.24473 -2.87058  -0.613
O 1.40829 2.00267 0.95373  -0.224
O 1.02109 2.75980 -0.18153  -0.401
Se -2.16925 2.23215 -1.01661  -0.315
C -3.01865 3.22766 -2.41757  0.259
C -4.34288 2.90851 -2.70837  -0.435
C -5.01474 3.61855 -3.69098  -0.374
N -4.47099 4.60964 -4.39657  -0.651
C -3.21139 4.92225 -4.09682  -0.424
C -2.45221 4.27763 -3.13096  -0.244
H -4.84061 2.10483 -2.18133  0.406
H -6.04445 3.37137 -3.92703  0.365
H -2.77390 5.73816 -4.66253  0.385
H -1.44338 4.60858 -2.94379  0.460

Cartesian forces (eV/Å) of the 2 atoms listed first:
-0.603 0.198 -0.535
0.092 -0.008 -0.039

Results
- E: -12641.22397 a.u.
- HOMO level: -7.80 eV
- LUMO energy: -1.4 eV
- ΔE to the lowest compared entry with this formula, charge and spin: 126.5 kJ/mol
- Total charge: 0



[6]
Molecular formula: C16H17Br2MnN7S
Method: DFT, ωB97M-V/def2-TZVPD

Each line ends with the natural charge from an NBO analysis.
Geometry (Å):
Mn -0.85077 0.03353 0.05868  1.301
Br -0.66218 -4.00623 2.09793  0.061
C -0.66363 -4.33180 0.27469  -0.445
Br -2.48966 -1.32603 -1.00753  -0.487
H -1.61280 -4.55409 -0.17920  0.195
H 0.19277 -3.97432 -0.27350  0.197
C 0.00628 5.14297 -0.98107  -0.591
C -1.12923 4.44909 -1.73801  -0.515
C -1.34190 3.09751 -1.21805  0.457
N -1.42776 2.03902 -0.79192  -0.464
H 0.16425 6.13461 -1.40089  0.224
H 0.93149 4.57586 -1.06395  0.232
H -0.23069 5.24565 0.07630  0.228
H -0.90501 4.35414 -2.80130  0.259
H -2.06832 4.99689 -1.65431  0.254
S 1.72890 2.70308 2.90595  -0.194
C 1.02170 1.66646 1.89540  0.225
N 0.49564 0.92655 1.14959  -0.755
C 3.99084 -2.84660 -0.09301  -0.213
C 2.98630 -2.57483 0.86391  -0.209
C 1.88612 -1.84702 0.51912  -0.181
C 1.71320 -1.35844 -0.80118  -0.126
C 0.56802 -0.62764 -1.21485  -0.173
C 0.42317 -0.22573 -2.51016  -0.270
C 1.43364 -0.50362 -3.46423  -0.196
C 2.55003 -1.19166 -3.09646  -0.212
C 2.71397 -1.64443 -1.76209  0.016
C 3.85539 -2.38984 -1.37035  -0.196
H 4.86556 -3.41684 0.19132  0.214
H 3.09060 -2.94399 1.87598  0.218
H 1.12822 -1.63923 1.26193  0.207
H -0.47413 0.29058 -2.83016  0.216
H 1.30250 -0.17715 -4.48834  0.210
H 3.32462 -1.41400 -3.82078  0.209
H 4.61877 -2.59509 -2.11184  0.207
N -4.11884 -1.07447 4.29832  -0.588
N -3.52105 -0.29054 3.31545  0.186
N -3.76088 0.99323 3.20000  -0.258
C -2.91860 1.31457 2.22549  0.156
N -2.22679 0.25507 1.80341  -0.383
N -2.62794 -0.77539 2.52061  -0.017
H -5.08521 -0.76810 4.35348  0.384
H -4.07245 -2.02961 3.95484  0.391
H -2.80415 2.30789 1.83079  0.227

Cartesian forces (eV/Å) of the 2 atoms listed first:
0.041 -0.139 0.120
-0.032 -0.028 0.005

Results
- E: -7700.33893 a.u.
- Expectation value of S²: 8.95
- HOMO level (spin up / spin down): -7.90 / -7.96 eV
- LUMO energy (spin up / spin down): -0.5 / 0.2 eV
- ΔE to the lowest compared entry with this formula, charge and spin: 0.0 kJ/mol
- Total charge: 0
- Spin multiplicity: 6